No. 1
The following is a DFT calculation (ωB97M-V with the def2-TZVPD basis set) of a 23-piece molecular cluster, C14H63F9IO28P overall in a non-equilibrium geometry.

```
116
Properties=species:S:1:pos:R:3
C -4.973 1.747 0.304
C -3.981 2.866 0.186
O -3.589 3.460 1.163
O -3.565 3.173 -1.070
C -2.161 2.861 -1.245
C -1.970 1.445 -1.768
C -1.861 1.342 -3.297
C -2.143 -0.081 -3.771
C -0.918 -0.995 -3.563
C -1.031 -1.830 -2.259
C 0.178 -1.652 -1.312
C 0.978 -2.929 -1.065
O 1.740 -2.766 0.185
P 3.116 -3.513 0.226
O 2.980 -4.965 0.299
O 3.993 -3.082 -1.032
I 5.656 -4.253 -1.176
O 3.983 -2.891 1.490
C 3.483 -2.969 2.754
F 2.376 -2.208 2.893
F 3.139 -4.210 3.111
C 4.575 -2.474 3.782
F 5.170 -3.546 4.321
F 3.949 -1.809 4.771
C 5.712 -1.581 3.225
F 6.414 -1.189 4.322
F 6.540 -2.284 2.452
C 5.299 -0.271 2.476
F 5.397 -0.405 1.153
F 6.184 0.694 2.819
F 4.094 0.161 2.810
H -4.567 0.971 0.948
H -5.191 1.322 -0.674
H -5.890 2.106 0.766
H -1.658 2.979 -0.289
H -1.727 3.605 -1.911
H -2.842 0.863 -1.457
H -1.061 1.023 -1.334
H -2.581 2.029 -3.758
H -0.870 1.674 -3.602
H -3.007 -0.461 -3.227
H -2.392 -0.081 -4.830
H -0.036 -0.353 -3.533
H -0.777 -1.656 -4.420
H -1.245 -2.876 -2.465
H -1.894 -1.448 -1.715
H -0.168 -1.238 -0.364
H 0.900 -0.930 -1.699
H 0.354 -3.812 -0.957
H 1.627 -3.080 -1.927
O -1.515 -5.035 -1.493
H -1.927 -4.652 -0.707
H -2.096 -5.762 -1.736
O -7.120 2.938 -1.897
H -7.491 3.675 -2.390
H -6.170 2.998 -2.056
O -3.244 -1.921 -6.057
H -3.306 -2.878 -6.141
H -3.988 -1.592 -6.582
O 5.028 2.610 0.728
H 5.063 1.653 0.820
H 5.634 2.930 1.404
O 3.437 3.788 -1.851
H 3.580 3.281 -1.043
H 4.126 4.460 -1.839
O -0.373 3.687 1.439
H -1.276 3.906 1.704
H 0.152 3.803 2.237
O -2.184 -2.285 1.125
H -1.292 -2.065 1.404
H -2.749 -1.901 1.812
O 6.624 3.997 -2.443
H 6.033 3.326 -2.082
H 7.352 3.496 -2.822
O 1.244 2.438 -3.759
H 1.243 3.168 -4.384
H 1.847 2.725 -3.060
O -3.060 -1.504 3.971
H -2.901 -2.048 4.747
H -2.352 -0.843 3.997
O -5.862 0.022 2.834
H -6.725 0.286 3.165
H -5.277 0.061 3.601
O 8.475 -4.485 -2.577
H 9.144 -4.619 -1.897
H 8.647 -5.175 -3.227
O -0.193 -0.647 3.704
H 0.511 -0.624 4.360
H 0.013 -1.422 3.171
O -3.737 2.170 4.137
H -3.603 2.788 4.867
H -3.573 2.694 3.342
O -3.032 3.781 6.990
H -2.887 3.136 7.693
H -2.320 4.418 7.095
O -2.116 1.087 8.173
H -2.725 0.389 8.434
H -1.412 0.632 7.701
O -5.802 -0.710 -7.848
H -6.684 -0.869 -8.206
H -5.907 0.071 -7.295
O 3.495 0.725 -1.392
H 3.518 -0.237 -1.330
H 4.105 1.028 -0.717
O 5.555 2.442 5.344
H 6.261 2.427 6.000
H 5.662 1.619 4.859
O 8.832 1.285 4.608
H 8.148 1.934 4.411
H 8.411 0.434 4.452
O -8.632 -1.777 -7.587
H -9.035 -1.414 -6.792
H -9.212 -2.498 -7.847
O -5.375 -0.224 -4.054
H -5.944 -0.908 -3.690
H -4.630 -0.707 -4.439
```

The HOMO energy comes out at -9.71 eV. Its frontier orbital gap is 8.16 eV. Its net charge is 0. As for the maximum force: 2.1 eV/Å. For the energy, the calculation gives -4215.8797 hartree.

No. 2
The following is a DFT calculation (ωB97M-V with the def2-TZVPD basis set) of C14H6F6KN5O4S3 as an isolated structure in a non-equilibrium geometry.

```
39
Properties=species:S:1:pos:R:3
K -0.734 -1.641 -2.731
S 4.870 -0.882 3.716
N 5.019 -0.812 2.075
C 3.791 -0.788 1.567
C 3.478 -0.716 0.164
C 4.481 -0.444 -0.789
C 4.104 -0.327 -2.108
C 2.748 -0.502 -2.425
N 1.796 -0.803 -1.553
C 2.113 -0.776 -0.228
C 1.067 -0.871 0.769
N -0.199 -1.133 0.393
C -1.166 -0.993 1.287
C -0.964 -0.618 2.637
C 0.353 -0.490 3.073
C 1.363 -0.703 2.144
C 2.738 -0.728 2.547
N 3.214 -0.815 3.792
H 5.506 -0.314 -0.427
H 4.817 -0.064 -2.884
H 2.443 -0.444 -3.482
H -2.177 -1.022 0.871
H -1.801 -0.307 3.231
H 0.611 -0.147 4.063
F -5.593 -0.412 0.152
C -5.633 0.004 -1.154
F -6.118 1.258 -1.231
F -6.468 -0.805 -1.828
S -3.793 -0.125 -1.967
O -3.265 -1.509 -2.013
O -4.068 0.405 -3.278
N -2.845 0.782 -1.030
S -1.823 1.907 -1.515
O -0.703 1.417 -2.289
O -2.477 3.094 -1.992
C -1.254 2.501 0.280
F -0.921 1.401 0.984
F -0.193 3.333 0.278
F -2.317 3.091 0.903
```

The HOMO energy comes out at -9.36 eV. Its frontier orbital gap is 8.32 eV. Its net charge is 0. As for the maximum force: 2.2 eV/Å. The value obtained for the energy above the lowest of the compared OMol25 structures with the same formula, charge and spin is 0.0 kJ/mol. For the energy, the calculation gives -3505.5851 hartree.

No. 3
The following is a DFT calculation (ωB97M-V with the def2-TZVPD basis set) of a 2-piece molecular cluster, C14H7Cl4O7S2 overall in a non-equilibrium geometry.

```
34
Properties=species:S:1:pos:R:3
Cl -1.520 2.203 2.310
C -0.685 0.723 2.480
C -1.401 -0.450 2.645
Cl -3.094 -0.503 2.451
C -0.766 -1.734 2.950
O -1.391 -2.788 3.037
C 0.778 -1.729 3.013
O 1.392 -2.786 3.000
C 1.434 -0.422 2.950
Cl 3.134 -0.447 3.077
C 0.740 0.742 2.672
Cl 1.579 2.219 2.490
C -0.513 -0.269 -0.572
O -0.797 1.057 -1.203
C -1.453 2.081 -0.717
S -0.623 3.667 -1.049
O -0.211 4.354 0.152
O 0.313 3.426 -2.127
C -2.054 4.539 -1.697
C -3.261 3.861 -1.706
C -4.410 4.463 -2.227
C -4.322 5.768 -2.719
C -3.100 6.451 -2.712
C -1.950 5.834 -2.214
S -3.259 2.174 -1.054
O -3.546 1.243 -2.126
O -4.052 2.201 0.155
H -0.248 -0.897 -1.414
H 0.345 -0.116 0.085
H -1.400 -0.632 -0.045
H -5.349 3.910 -2.225
H -5.225 6.262 -3.080
H -3.036 7.481 -3.063
H -0.982 6.333 -2.201
```

The HOMO energy comes out at -3.48 eV. Its frontier orbital gap is 3.52 eV. Its net charge is -1. As for the maximum force: 4.0 eV/Å. The value obtained for the energy above the lowest of the compared OMol25 structures with the same formula, charge and spin is 138.0 kJ/mol. For the energy, the calculation gives -3701.4212 hartree.

No. 4
The following is a DFT calculation (ωB97M-V with the def2-TZVPD basis set) of an isolated molecule of C14H7F3N6O3 in a non-equilibrium geometry.

```
33
Properties=species:S:1:pos:R:3
O 2.998 -1.701 4.289
O -0.293 -4.841 -0.567
F -1.137 2.078 -3.758
F -3.025 1.198 -3.189
F -2.394 2.958 -2.130
N 1.263 -1.414 2.125
N 1.245 -3.668 1.810
N -0.226 4.809 0.637
O 2.838 -4.000 4.146
C 2.563 -2.726 3.764
C -0.253 -3.666 -0.293
C 1.682 -2.568 2.583
C 0.496 -3.153 0.866
C -0.578 3.534 0.743
C 0.452 4.861 -0.569
C 0.464 3.642 -1.234
C -0.012 0.490 0.354
C -1.356 -0.482 -1.854
C -0.772 -1.383 -0.965
C -0.127 -0.903 0.154
C -0.494 1.416 -0.584
C -1.174 0.900 -1.730
N -0.868 -2.757 -1.155
N 0.507 -1.777 1.039
N -0.243 2.770 -0.392
C -1.928 1.827 -2.693
H 2.432 -4.636 3.536
H -1.068 3.142 1.633
H 0.916 5.753 -0.907
H 0.924 3.428 -2.212
H 0.458 0.822 1.247
H -1.931 -0.843 -2.706
H -1.356 -3.110 -1.987
```

The HOMO energy comes out at -9.18 eV. Its frontier orbital gap is 8.15 eV. Its net charge is 0. As for the maximum force: 3.2 eV/Å. For the energy, the calculation gives -1391.6139 hartree.

No. 5
The following is a DFT calculation (ωB97M-V with the def2-TZVPD basis set) of an isolated ion of composition C14H7F5NO2 and charge -1 in a non-equilibrium geometry.

```
29
Properties=species:S:1:pos:R:3
O -1.645 -2.115 -0.828
O -2.570 -1.994 1.219
F 0.193 -3.826 1.779
F 2.419 -2.978 2.891
F 1.558 1.504 1.875
F 4.160 0.316 2.209
F 3.090 -0.319 4.306
C -1.583 -1.952 0.421
C -0.967 1.702 -3.815
C -2.187 1.442 -3.129
C 0.224 1.593 -3.106
C -2.113 1.066 -1.736
C 0.320 1.229 -1.755
C 0.506 -2.504 1.732
C 1.735 -2.133 2.226
C 1.160 0.194 1.800
C -0.308 -1.603 1.041
C 2.051 -0.794 2.209
C -0.840 1.058 -1.038
C 0.025 -0.186 1.091
N 3.200 -0.459 2.904
C -0.951 0.991 0.527
H -0.980 1.981 -4.901
H -3.129 1.399 -3.629
H 1.076 1.574 -3.636
H -3.021 0.824 -1.329
H 1.193 1.316 -1.242
H -0.708 1.841 1.064
H -1.908 0.833 0.852
```

The HOMO energy comes out at -4.89 eV. Its frontier orbital gap is 7.96 eV. Its net charge is -1. As for the maximum force: 5.5 eV/Å. The value obtained for the energy above the lowest of the compared OMol25 structures with the same formula, charge and spin is 82.8 kJ/mol. For the energy, the calculation gives -1242.1076 hartree.